{
  "formula": "C2H6ClO",
  "method": "the ωB97M-V functional and the def2-TZVPD basis",
  "lumo_energy_ev": [0.57, -2.68],
  "orbital_gap_ha": [0.4022, 0.2823],
  "homo_ev": [-10.37, -10.36],
  "s2": 0.753,
  "spin_multiplicity": 2,
  "species": ["Cl", "O", "C", "C", "H", "H", "H", "H", "H", "H"],
  "xyz": [[1.7953, 2.1185, -0.0520], [-1.6132, -2.0016, 0.1886], [0.9529, 0.7252, 0.5491], [-0.0492, 0.2812, -0.4889], [1.6796, -0.0447, 0.7160], [0.5077, 0.1010, -1.4130], [-0.6963, 1.1388, -0.6949], [0.4497, 1.0158, 1.4497], [-0.7066, -0.6073, -0.3065], [-2.3200, -2.7268, 0.0521]],
  "forces_ev_per_angstrom": [[0.8, 1.1, -0.3], [-2.0, -2.3, 0.0], [-1.0, -1.0, -0.2], [-0.6, -0.1, -0.9], [0.4, -0.3, 0.4], [-0.1, -0.1, -0.1], [-0.1, -0.1, -0.1], [0.0, 0.0, 0.6], [1.3, 1.5, 0.2], [1.3, 1.3, 0.3]],
  "mulliken_spin": [-0.0002, 1.0297, -0.0003, 0.0044, 0.0001, 0.0000, 0.0000, 0.0001, -0.0067, -0.0271]
}


{
  "formula": "C2H6ClO4P",
  "method": "the ωB97M-V functional and the def2-TZVPD basis",
  "lumo_energy_ev": -0.45,
  "orbital_gap_ha": 0.3198,
  "homo_ev": -9.16,
  "species": ["Cl", "P", "O", "O", "O", "O", "C", "C", "H", "H", "H", "H", "H", "H"],
  "xyz": [[-3.6717, 0.2457, 0.7174], [-1.0805, -0.8297, -0.8043], [-0.2443, -2.0322, -0.4131], [-2.0816, -0.9392, -1.8732], [-2.2308, -0.3729, 1.2700], [-0.1587, 0.4444, -0.8789], [-0.6583, 1.7535, -0.7981], [0.6149, -1.9150, 0.7527], [-0.4554, 2.1286, 0.3151], [0.0158, -1.5361, 1.5204], [-1.8568, 1.8065, -1.0113], [0.9083, -2.8447, 0.9867], [1.2763, -1.2487, 0.4430], [-0.0545, 2.5163, -1.4102]],
  "forces_ev_per_angstrom": [[-0.2, 0.1, 0.1], [-3.4, 2.2, 0.2], [0.1, -1.0, 0.0], [0.8, -0.2, 1.2], [1.9, -0.6, -2.9], [0.6, -1.4, 0.2], [-1.9, 3.3, 2.0], [-3.5, 0.3, -0.6], [-0.8, -0.9, -2.2], [-0.8, 0.7, 1.4], [3.1, -0.1, 0.4], [1.5, -3.2, 0.6], [3.7, 2.6, -0.6], [-1.0, -1.7, 0.3]],
  "mulliken_charge": [-0.0530, 0.9932, -0.2261, -0.5200, -0.4928, -0.2031, -0.5335, -0.7043, 0.2333, 0.3666, 0.2728, 0.2562, 0.3589, 0.2517]
}


{
  "formula": "C2H6FN",
  "method": "the ωB97M-V functional and the def2-TZVPD basis",
  "lumo_energy_ev": -1.07,
  "orbital_gap_ha": 0.3671,
  "homo_ev": -11.05,
  "species": ["F", "N", "C", "C", "H", "H", "H", "H", "H", "H"],
  "xyz": [[-0.5949, 1.9237, -0.2365], [-0.7134, 0.0501, -0.3263], [0.5687, -0.1435, -0.9966], [-0.5299, -0.1874, 1.0599], [0.5281, -0.5553, 1.4424], [1.5724, 0.1018, -0.4177], [-1.1358, -1.0061, 1.3989], [0.4656, 0.4318, -2.0255], [0.6865, -1.2755, -1.4024], [-0.8472, 0.6603, 1.5037]],
  "forces_ev_per_angstrom": [[-0.2, -3.2, -0.2], [2.4, 2.4, -0.4], [1.2, -0.4, -3.2], [2.6, -3.4, 0.5], [-1.6, 1.4, -1.1], [-2.4, -0.2, -1.0], [-1.0, -0.4, -0.2], [0.6, -1.0, 2.2], [-0.7, 2.2, 1.3], [-0.9, 2.7, 2.0]],
  "mulliken_charge": [-0.4613, -0.0422, -0.5896, -0.6036, 0.2518, 0.2882, 0.3061, 0.2459, 0.3193, 0.2853]
}


{
  "formula": "C2H6FN",
  "method": "the ωB97M-V functional and the def2-TZVPD basis",
  "lumo_energy_ev": 0.88,
  "orbital_gap_ha": 0.3850,
  "homo_ev": -9.60,
  "species": ["F", "N", "C", "C", "H", "H", "H", "H", "H", "H"],
  "xyz": [[1.8257, -0.7562, 0.0777], [-1.1042, -0.6826, -0.2863], [0.9746, 0.2512, -0.3484], [-0.3101, 0.2830, 0.3627], [0.0834, 0.0623, 1.4704], [0.7151, 0.2888, -1.3818], [1.5768, 1.1709, -0.2843], [-0.5423, 1.3817, 0.2901], [-2.3619, -0.4649, -0.2914], [-0.8571, -1.5344, 0.3913]],
  "forces_ev_per_angstrom": [[-0.4, -0.6, -0.5], [-5.1, -2.6, 1.8], [2.0, 2.1, -0.4], [2.4, 2.3, 2.8], [-1.7, 0.5, -1.7], [0.3, -1.2, -1.2], [-0.2, 0.0, 0.8], [-0.8, -1.2, 0.2], [5.2, -1.0, 0.7], [-1.8, 1.7, -2.4]],
  "mulliken_charge": [-0.2894, -0.6254, -0.4511, -0.3309, 0.1891, 0.3234, 0.2965, 0.3330, 0.2663, 0.2885]
}


{
  "formula": "C2H6FN",
  "method": "the ωB97M-V functional and the def2-TZVPD basis",
  "lumo_energy_ev": [1.00, -0.95],
  "orbital_gap_ha": [0.3037, 0.3840],
  "homo_ev": [-7.26, -11.40],
  "s2": 2.008,
  "spin_multiplicity": 3,
  "species": ["F", "N", "C", "C", "H", "H", "H", "H", "H", "H"],
  "xyz": [[0.3504, 1.4831, -1.5706], [-1.6218, 0.5005, 1.1800], [0.9331, -0.6969, -0.3523], [0.0219, 0.2685, -1.0445], [-2.4296, -0.0746, 0.7483], [-1.9811, 1.4649, 0.9799], [-1.0753, 0.0286, -1.0587], [2.0521, -0.5165, -0.4288], [0.5999, -0.4308, 0.7931], [0.7787, -1.7255, -0.5804]],
  "forces_ev_per_angstrom": [[0.2, -0.9, 0.6], [-2.2, -0.1, -0.6], [0.7, 3.1, 2.7], [-0.9, -1.1, -1.1], [1.4, 0.8, 0.8], [0.5, -0.6, 0.2], [1.3, 0.7, -0.2], [-1.5, 0.1, -0.1], [1.1, -1.3, -2.2], [-0.6, -0.7, -0.2]],
  "mulliken_spin": [0.0413, 1.0501, -0.0244, 0.8740, -0.0317, -0.0275, 0.0178, 0.0040, 0.0688, 0.0276]
}


{
  "formula": "C2H6FOSSn",
  "method": "the ωB97M-V functional and the def2-TZVPD basis",
  "lumo_energy_ev": [-11.32, -12.55],
  "orbital_gap_ha": [0.2852, 0.1923],
  "homo_ev": [-19.08, -17.79],
  "total_charge": 2,
  "s2": 0.850,
  "spin_multiplicity": 2,
  "species": ["Sn", "S", "F", "O", "C", "C", "H", "H", "H", "H", "H", "H"],
  "xyz": [[-27.9880, 4.5081, -7.7580], [-29.2842, 8.6288, -6.8980], [-28.5351, 6.1853, -10.1204], [-28.7312, 7.2383, -7.1641], [-28.7218, 9.4302, -8.5261], [-31.1022, 8.3703, -7.3842], [-31.3685, 7.6853, -8.1892], [-28.6044, 8.5771, -9.1943], [-31.5344, 9.3708, -7.3998], [-29.5097, 9.9867, -9.0337], [-31.4935, 7.7211, -6.6009], [-27.7988, 9.9995, -8.4155]],
  "forces_ev_per_angstrom": [[-0.5, 1.8, -2.3], [-1.7, -0.5, -4.0], [0.4, -1.4, 2.7], [0.6, -0.7, 0.9], [0.4, 0.0, -0.3], [0.0, -0.4, 1.8], [1.3, 0.7, -1.1], [0.4, -0.5, 0.3], [-0.2, -0.2, 0.0], [-0.3, 0.5, 0.9], [-0.1, 0.8, 0.9], [-0.2, -0.1, 0.3]],
  "mulliken_spin": [-0.2191, 0.2074, 0.2925, 0.5768, 0.0717, 0.0554, 0.0024, -0.0009, 0.0020, 0.0112, 0.0020, -0.0015]
}


{
  "formula": "C2H6I2NP",
  "method": "the ωB97M-V functional and the def2-TZVPD basis",
  "lumo_energy_ev": -1.63,
  "orbital_gap_ha": 0.2781,
  "homo_ev": -9.20,
  "species": ["I", "I", "P", "N", "C", "C", "H", "H", "H", "H", "H", "H"],
  "xyz": [[3.3808, 0.1781, 1.9154], [1.7500, -3.2445, 0.4570], [1.1955, -1.2079, 1.7186], [-0.0524, -0.4020, 1.3415], [-0.3876, 0.3464, 0.2248], [-0.0728, -0.4419, -1.1119], [0.0816, 1.4279, 0.2359], [0.8935, -0.7417, -1.2701], [-0.2542, 0.1794, -1.9350], [1.0930, -2.0506, 3.2566], [-0.8443, -1.3401, -1.2085], [-1.4399, 0.4781, 0.1649]],
  "forces_ev_per_angstrom": [[-0.9, -0.8, -0.1], [0.2, 0.2, 0.0], [-0.1, -0.9, 2.9], [1.3, -1.5, 2.1], [1.4, 1.3, -2.8], [-3.9, -0.6, 1.4], [-0.6, -2.0, -0.1], [2.5, -1.1, 0.2], [-0.7, 1.1, -1.3], [0.1, 2.1, -3.0], [1.9, 1.7, 0.3], [-1.0, 0.4, 0.4]],
  "mulliken_charge": [-0.0474, 0.0146, -0.0108, -0.3238, -0.2329, -1.1364, 0.2273, 0.4117, 0.3815, 0.2183, 0.2351, 0.2628]
}


{
  "formula": "C2H6IN2O",
  "method": "the ωB97M-V functional and the def2-TZVPD basis",
  "lumo_energy_ev": [-4.67, -4.67],
  "orbital_gap_ha": [0.2370, 0.2371],
  "homo_ev": [-11.12, -11.12],
  "total_charge": 1,
  "species": ["I", "O", "N", "N", "C", "C", "H", "H", "H", "H", "H", "H"],
  "xyz": [[-4.9445, -0.1036, -0.0727], [-0.8453, 0.2900, -0.2190], [-3.1073, 0.8057, 0.2230], [1.3493, 0.1183, -0.2306], [0.1635, -0.6617, -0.3644], [-2.0593, -0.0550, 0.1636], [-2.3027, -1.1393, 0.1915], [1.0449, 1.0742, -0.5677], [2.1934, -0.4088, -0.5842], [-3.0986, 1.6638, -0.3736], [-0.1209, -1.6747, 0.1634], [1.7665, 0.2142, 0.7839]],
  "forces_ev_per_angstrom": [[0.0, 0.1, 0.2], [-3.5, -0.1, 1.4], [0.4, 0.0, -1.2], [2.4, -0.7, 3.2], [-1.9, -2.8, -0.6], [1.0, 0.4, -1.6], [0.4, 0.8, 0.6], [1.5, -1.2, -0.1], [-1.2, 1.3, -1.1], [0.6, -0.8, 1.0], [1.5, 2.4, -0.6], [-1.2, 0.6, -1.2]],
  "mulliken_charge": [0.3091, -0.2419, -0.5811, -0.2145, -0.4431, 0.3494, 0.1811, 0.3645, 0.3944, 0.3825, 0.1791, 0.3206]
}


{
  "formula": "C2H6IOP",
  "method": "the ωB97M-V functional and the def2-TZVPD basis",
  "lumo_energy_ev": [-0.88, -0.88],
  "orbital_gap_ha": [0.3044, 0.3044],
  "homo_ev": [-9.16, -9.16],
  "species": ["I", "P", "O", "C", "C", "H", "H", "H", "H", "H", "H"],
  "xyz": [[1.8622, -1.6997, 0.7050], [-0.3108, -0.4565, -1.2873], [0.7074, 1.4209, 0.7908], [-1.4709, -0.5946, 0.1429], [1.3463, -0.1885, -0.5948], [-0.5617, 0.9107, -1.3825], [-1.0951, -0.2160, 1.0521], [1.4283, 1.9706, 1.0544], [-2.2328, 0.0800, 0.0323], [-1.8270, -1.5604, 0.4424], [2.1542, 0.3333, -0.9552]],
  "forces_ev_per_angstrom": [[0.3, -0.1, 0.1], [-0.1, 0.4, -0.1], [-0.4, -2.5, -1.9], [1.8, -1.5, 0.6], [-3.2, 0.5, 3.7], [0.1, 0.4, -0.6], [1.4, 0.6, 1.0], [1.2, 0.5, 0.1], [-2.3, 1.4, -1.1], [-0.3, -0.7, -0.6], [1.5, 1.1, -1.3]],
  "mulliken_charge": [0.1570, 0.0375, -0.6447, -1.1925, -0.3417, 0.0620, 0.4124, 0.2092, 0.4180, 0.4035, 0.4793]
}


{
  "formula": "C2H6IOPS",
  "method": "the ωB97M-V functional and the def2-TZVPD basis",
  "lumo_energy_ev": [-0.90, -1.26],
  "orbital_gap_ha": [0.2741, 0.2453],
  "homo_ev": [-8.36, -7.93],
  "species": ["I", "S", "P", "O", "C", "C", "H", "H", "H", "H", "H", "H"],
  "xyz": [[-3.5375, -0.5284, -0.1670], [-0.0341, -1.1901, 2.4373], [-1.8662, 1.2399, 0.1524], [0.6203, -1.0182, 0.9587], [1.4474, -0.1351, -1.1194], [0.8484, 0.0627, 0.1775], [-2.1732, 1.0711, 1.4475], [0.8290, 1.0048, 0.8364], [1.0420, -1.0960, -1.5160], [2.4472, -0.2917, -1.2472], [-0.8271, 0.2933, -0.0189], [1.2036, 0.5877, -1.9414]],
  "forces_ev_per_angstrom": [[-0.3, 0.0, -0.5], [-0.3, 0.7, 0.7], [-1.2, 0.3, -1.9], [1.3, 1.3, -3.9], [-3.1, -0.9, -2.8], [0.0, -0.6, 5.5], [0.5, 0.0, 1.9], [0.3, -1.1, -1.5], [0.0, 0.5, 0.3], [3.1, -0.1, 0.7], [-0.1, 0.0, 0.2], [-0.2, -0.1, 1.2]],
  "mulliken_charge": [-0.0434, -0.2370, -0.1216, -0.2382, -1.0969, 0.0080, 0.0820, 0.5305, 0.3307, 0.3678, 0.1047, 0.3134]
}


Number 1: total energy -615.11861 Eh. Number 2: total energy -1182.21566 Eh. Number 3: total energy -234.26161 Eh. Number 4: total energy -234.33440 Eh. Number 5: total energy -234.24063 Eh. Number 6: total energy -866.48683 Eh. Number 7: total energy -1071.24537 Eh. Number 8: total energy -561.82671 Eh. Number 9: total energy -793.94015 Eh. Number 10: total energy -1192.12361 Eh.